58
Properties=species:S:1:pos:R:3:forces:R:3 method="wB97M-V/def2-TZVPD" gap_ha=0.3179 de_lowest_kj_mol=36.7 smiles="CN(CCCNC(=O)CCC(=O)N1CCOc2ccc(Cl)cc21)Cc1ccccc1" homo_ha=-0.297 multiplicity=1 e_lumo_ev=0.56
C 4.176 1.183 0.162 -0.05 -0.10 -0.02
N 3.300 2.253 -0.278 0.14 0.30 0.17
C 3.112 3.243 0.780 -0.05 -0.02 0.01
C 2.290 2.648 1.894 0.09 0.12 0.10
C 2.854 2.339 3.124 -0.02 0.07 -0.08
C 2.091 1.752 4.119 -0.01 -0.05 0.11
C 0.757 1.463 3.894 0.00 -0.04 0.09
C 0.184 1.773 2.671 -0.08 0.00 -0.06
C 0.946 2.365 1.679 0.06 0.03 0.06
H 0.494 2.616 0.730 -0.07 0.03 -0.13
H -0.858 1.555 2.493 -0.10 -0.02 -0.01
H 0.164 0.999 4.667 -0.05 -0.04 0.07
H 2.543 1.517 5.072 0.03 -0.03 0.08
H 3.897 2.559 3.304 0.11 0.02 -0.01
H 2.572 4.094 0.354 0.10 -0.02 0.00
H 4.076 3.607 1.171 -0.05 0.04 -0.03
C 3.735 2.831 -1.545 0.13 -0.08 -0.28
C 3.369 1.951 -2.746 -0.21 0.19 0.19
H 3.771 2.418 -3.647 0.05 -0.03 -0.03
H 3.827 0.967 -2.649 0.06 -0.05 -0.07
C 1.857 1.789 -2.905 0.08 -0.04 -0.28
N 1.294 1.132 -1.749 0.13 0.21 0.07
C 0.548 0.024 -1.809 -0.13 0.11 0.45
O 0.170 -0.490 -2.850 -0.04 -0.17 -0.35
C 0.142 -0.525 -0.443 0.05 -0.24 -0.33
H 0.852 -0.208 0.320 -0.06 0.04 0.04
H -0.824 -0.075 -0.198 0.02 0.08 0.02
C 0.020 -2.056 -0.476 0.03 -0.03 0.08
C -1.231 -2.551 0.224 0.50 -0.05 -0.14
O -1.163 -3.182 1.257 0.05 -0.12 0.23
N -2.427 -2.221 -0.357 -0.30 0.10 -0.08
C -3.660 -2.613 0.208 -0.28 -0.15 0.07
C -3.865 -2.618 1.584 -0.22 -0.05 0.12
C -5.101 -2.962 2.098 0.12 0.08 -0.31
C -6.160 -3.288 1.266 0.09 0.01 -0.04
C -5.964 -3.272 -0.099 0.17 0.06 -0.07
C -4.727 -2.943 -0.643 0.02 -0.04 0.26
O -4.634 -2.949 -2.002 -0.26 -0.02 0.15
C -3.340 -2.733 -2.523 0.45 0.23 -0.12
C -2.593 -1.689 -1.697 -0.17 -0.15 -0.38
H -3.204 -0.780 -1.640 0.10 -0.03 -0.05
H -1.646 -1.446 -2.173 -0.03 -0.02 0.07
H -2.775 -3.675 -2.519 -0.05 0.10 -0.02
H -3.478 -2.401 -3.554 0.05 -0.03 0.09
H -6.764 -3.520 -0.778 -0.10 -0.03 -0.09
H -7.120 -3.550 1.681 -0.09 -0.03 0.06
Cl -5.328 -2.964 3.811 -0.04 -0.01 0.31
H -3.053 -2.369 2.245 0.01 0.00 0.03
H 0.865 -2.511 0.043 -0.15 -0.03 -0.02
H 0.040 -2.399 -1.513 -0.01 0.05 0.05
H 1.708 1.452 -0.873 -0.14 -0.24 -0.03
H 1.391 2.775 -3.024 0.04 -0.05 -0.11
H 1.619 1.185 -3.784 -0.01 0.14 0.08
H 3.235 3.796 -1.666 0.04 0.01 0.02
H 4.822 3.015 -1.547 -0.05 0.08 0.05
H 4.213 0.402 -0.595 0.04 -0.08 0.00
H 3.780 0.752 1.081 0.06 -0.08 0.00
H 5.200 1.536 0.352 0.02 0.03 0.00

=====

62
Properties=species:S:1:pos:R:3:forces:R:3 method="wB97M-V/def2-TZVPD" gap_ha=0.3417 smiles="CCOC(=O)N1CCN(C(=O)CN(Cc2ccccc2)S(=O)(=O)c2ccc(OC)c(Cl)c2)CC1" homo_ha=-0.319 multiplicity=1 e_lumo_ev=0.62
C -7.819 -1.325 -0.698 0.34 0.10 0.25
C -7.109 -1.047 0.618 -0.55 0.09 0.00
H -7.520 -0.146 1.084 0.07 -0.20 0.00
H -7.198 -1.894 1.302 0.02 0.13 -0.05
O -5.705 -0.875 0.433 0.34 0.05 -0.08
C -5.312 0.355 0.028 0.02 -0.14 -0.04
O -6.058 1.300 -0.091 -0.36 0.20 0.04
N -3.987 0.399 -0.247 0.07 -0.11 -0.15
C -3.350 1.671 -0.507 -0.11 0.42 0.11
H -4.124 2.406 -0.727 0.13 -0.06 -0.01
H -2.672 1.553 -1.358 -0.11 0.10 0.06
C -2.538 2.077 0.732 -0.20 0.23 -0.40
N -1.578 1.037 1.036 -0.14 -0.03 0.22
C -0.263 1.024 0.750 -0.08 0.19 0.76
O 0.435 0.050 0.990 0.07 0.04 0.14
C 0.400 2.269 0.167 -0.35 -0.11 -0.11
N 1.353 1.825 -0.819 -0.33 -0.57 -0.53
S 0.887 0.645 -1.883 0.50 0.09 -0.40
O -0.548 0.559 -1.816 0.08 -0.12 0.27
O 1.491 0.950 -3.149 0.25 -0.06 0.18
C 1.602 -0.891 -1.313 -0.24 0.42 -0.31
C 2.973 -1.022 -1.272 -0.07 -0.02 -0.11
C 3.541 -2.191 -0.793 0.07 -0.14 0.09
C 2.736 -3.240 -0.354 -0.16 0.09 -0.04
C 1.342 -3.086 -0.430 0.23 0.14 -0.12
C 0.777 -1.923 -0.909 0.10 -0.17 0.01
H -0.292 -1.805 -0.962 -0.13 -0.07 0.07
Cl 0.339 -4.380 0.093 -0.27 -0.20 0.09
O 3.186 -4.413 0.140 -0.33 0.19 -0.08
C 4.576 -4.616 0.250 0.27 -0.03 0.01
H 5.037 -3.878 0.913 -0.02 -0.01 -0.03
H 5.064 -4.586 -0.729 -0.02 0.01 0.04
H 4.691 -5.610 0.679 0.04 0.09 -0.04
H 4.615 -2.275 -0.759 0.10 -0.03 0.01
H 3.599 -0.215 -1.615 0.18 0.06 -0.03
C 2.584 2.539 -1.018 0.34 0.08 -0.32
C 3.678 2.198 -0.031 0.03 0.04 0.13
C 4.884 2.887 -0.104 -0.08 -0.03 0.00
C 5.916 2.591 0.767 0.07 0.06 -0.05
C 5.755 1.603 1.724 0.05 -0.06 0.08
C 4.556 0.917 1.803 0.08 -0.01 0.07
C 3.520 1.211 0.932 -0.05 0.10 -0.04
H 2.590 0.667 1.001 -0.13 -0.07 0.00
H 4.420 0.147 2.548 -0.01 -0.07 0.07
H 6.561 1.372 2.404 0.06 -0.02 0.06
H 6.849 3.133 0.699 0.07 0.04 -0.01
H 5.011 3.657 -0.852 0.04 0.11 -0.09
H 2.392 3.620 -0.994 -0.02 -0.13 -0.07
H 2.909 2.289 -2.033 0.09 0.25 0.11
H -0.317 2.955 -0.294 0.09 -0.02 0.18
H 0.935 2.783 0.972 -0.03 -0.06 -0.06
C -2.230 -0.234 1.310 0.07 -0.45 -0.06
H -1.458 -0.971 1.530 -0.14 0.07 0.04
C -3.045 -0.647 0.077 0.13 -0.26 0.31
H -3.576 -1.580 0.255 0.12 0.06 -0.05
H -2.365 -0.753 -0.775 -0.06 -0.12 0.09
H -2.888 -0.116 2.176 0.02 -0.04 -0.04
H -2.054 3.038 0.584 -0.02 -0.02 0.05
H -3.215 2.164 1.590 0.06 0.08 -0.08
H -7.724 -0.465 -1.356 -0.04 0.05 -0.06
H -8.873 -1.512 -0.512 -0.13 -0.03 -0.01
H -7.383 -2.194 -1.186 -0.01 -0.10 -0.05

=====

64
Properties=species:S:1:pos:R:3:forces:R:3 method="wB97M-V/def2-TZVPD" gap_ha="0.3008 / 0.2887" de_lowest_kj_mol=33.0 homo_ha="-0.292 / -0.280" multiplicity=2 e_lumo_ev="0.24 / 0.24"
Mn -0.215 -0.580 0.317 -0.16 0.67 -0.39
C -3.801 1.558 0.280 -0.03 0.06 0.02
C -4.143 0.065 0.237 0.09 0.01 0.00
C -5.594 -0.183 0.648 -0.04 0.03 0.07
C -3.175 -0.740 1.079 -0.14 0.02 0.16
C -3.037 -0.507 2.441 -0.03 0.03 0.07
C -2.144 -1.235 3.218 0.04 0.05 0.07
C -1.342 -2.215 2.655 0.01 -0.09 0.19
C -0.351 -3.000 3.474 -0.03 0.04 -0.01
C -1.491 -2.483 1.293 -0.08 -0.09 0.05
C -2.403 -1.763 0.522 0.09 0.02 -0.08
H -4.378 2.109 -0.467 -0.01 -0.02 0.03
H -2.740 1.731 0.083 -0.04 -0.04 -0.01
H -4.038 1.983 1.260 0.04 -0.04 -0.05
H -4.029 -0.276 -0.794 0.01 0.00 -0.03
H -5.753 0.111 1.689 -0.01 -0.01 -0.04
H -5.861 -1.237 0.553 0.03 0.02 0.01
H -6.280 0.401 0.028 0.05 -0.02 0.01
H -3.625 0.277 2.909 0.02 -0.04 0.00
H -2.037 -1.003 4.274 -0.03 -0.01 -0.06
H 0.405 -3.456 2.833 -0.03 0.03 0.02
H -0.852 -3.797 4.029 0.01 0.02 -0.02
H 0.153 -2.360 4.201 -0.04 -0.02 -0.03
H -0.957 -3.314 0.858 0.03 0.03 -0.04
H -2.554 -2.049 -0.512 0.02 0.03 -0.03
N 5.963 -0.729 -3.993 -0.02 0.10 0.14
C 5.038 -0.109 -3.161 0.10 -0.12 -0.15
C 4.289 0.975 -3.622 -0.05 0.07 -0.04
C 3.393 1.618 -2.788 0.01 0.06 0.14
C 3.243 1.189 -1.472 0.11 -0.27 -0.22
C 3.991 0.112 -0.998 -0.06 0.09 -0.13
C 4.882 -0.528 -1.838 0.02 -0.05 0.07
S 2.064 1.942 -0.416 0.08 -0.18 -0.05
O 2.498 1.672 0.936 0.04 0.17 0.04
O 1.898 3.300 -0.845 -0.08 0.25 0.09
N 0.691 1.108 -0.572 -0.24 -0.29 -0.36
C -0.051 1.057 -1.711 0.49 0.14 0.17
N 0.164 1.743 -2.843 -0.08 -0.04 0.13
C -0.687 1.507 -3.834 0.08 0.07 -0.01
C -1.737 0.598 -3.761 0.08 0.08 0.01
C -1.846 -0.089 -2.571 -0.16 -0.17 0.07
N -1.029 0.137 -1.555 0.02 -0.50 0.25
H 5.835 -0.612 -4.983 -0.04 0.01 -0.01
H 6.257 -1.654 -3.731 -0.03 -0.02 0.02
H 4.419 1.316 -4.643 -0.01 -0.01 0.03
H 2.814 2.462 -3.143 0.02 -0.07 0.04
H 3.866 -0.219 0.024 -0.02 0.01 0.01
H 5.468 -1.362 -1.467 -0.02 0.03 -0.01
H -0.514 2.069 -4.747 0.01 0.00 0.02
H -2.410 0.419 -4.587 0.05 0.03 0.02
H -2.604 -0.853 -2.425 0.05 0.04 -0.03
N 0.283 2.638 2.730 0.00 0.05 0.05
C 0.545 1.325 2.705 0.20 0.00 -0.12
O -0.164 0.539 2.083 -0.34 -0.24 -0.04
C 1.709 0.817 3.505 0.00 0.07 0.09
I 1.078 0.429 5.513 -0.01 0.01 -0.02
H -0.381 2.975 2.050 0.01 0.02 0.01
H 1.004 3.276 3.023 -0.03 -0.01 0.00
H 2.523 1.531 3.564 -0.01 0.00 -0.03
H 2.046 -0.122 3.082 0.00 0.00 -0.02
F 0.923 -3.275 -0.127 0.13 -0.20 -0.12
C 1.104 -1.922 -0.294 -0.03 0.44 0.54
F 1.852 -1.508 0.904 -0.08 -0.27 -0.31
H 1.826 -1.811 -1.101 0.08 0.03 -0.15

=====

58
Properties=species:S:1:pos:R:3:forces:R:3 method="wB97M-V/def2-TZVPD" gap_ha=0.2500 de_lowest_kj_mol=0.0 homo_ha=-0.774 multiplicity=1 total_charge=+4 e_lumo_ev=-14.27
N 0.444 2.740 -0.964 -0.03 3.76 -1.57
C 0.543 3.746 -1.571 -0.46 -2.70 1.27
C 0.631 4.897 -2.404 0.23 0.63 -0.21
H 1.674 5.252 -2.434 -0.24 -0.03 0.03
H -0.011 5.692 -1.998 0.08 -0.08 -0.08
H 0.307 4.649 -3.429 0.02 0.00 0.29
N -2.792 -1.231 -1.428 -0.44 -0.34 -1.35
C -3.401 -1.601 -2.349 0.61 0.40 1.32
C -4.179 -2.055 -3.478 -0.30 -0.26 -0.31
H -5.236 -1.804 -3.326 0.22 -0.04 -0.01
H -4.085 -3.144 -3.584 -0.01 0.27 0.04
H -3.823 -1.569 -4.393 -0.07 -0.08 0.11
N 2.750 -1.868 -0.795 1.19 -0.59 -1.61
C 3.519 -2.232 -1.600 -1.55 0.23 1.86
C 4.459 -2.759 -2.564 0.46 -0.10 -0.38
H 3.925 -3.119 -3.452 0.07 0.05 0.19
H 5.017 -3.600 -2.127 -0.19 0.21 -0.05
H 5.179 -1.988 -2.872 -0.20 -0.20 0.12
Hf 0.562 0.707 -0.391 2.30 -0.19 0.33
C 0.184 -1.140 -1.628 -0.52 -6.26 -3.59
O 0.047 -2.118 -2.230 0.51 4.51 2.60
C -1.261 1.025 -1.956 -3.43 1.78 -2.97
O -2.061 1.431 -2.667 2.75 -1.37 2.37
C -1.204 1.020 1.414 -0.34 -0.21 1.17
C 0.123 0.991 1.926 -0.23 -0.68 0.79
C 0.855 -0.228 1.850 -0.24 0.52 0.14
C 0.252 -1.341 1.214 -0.32 -0.26 0.96
C -1.158 -1.378 1.067 1.34 -0.43 -0.58
C -1.878 -0.199 1.149 -0.06 1.58 -0.41
H -1.767 1.958 1.419 0.18 -0.24 0.02
H 0.541 1.870 2.420 -0.15 -0.16 -0.31
H 1.880 -0.294 2.229 -0.56 -0.07 -0.33
H 0.860 -2.201 0.939 -0.10 0.00 0.35
H -1.654 -2.300 0.781 0.06 0.05 -0.02
H -2.939 -0.191 0.911 0.14 0.01 0.08
C 5.513 1.424 3.131 0.37 -0.01 0.18
N 4.035 1.377 2.933 -0.48 -0.02 -0.49
C 3.334 1.523 4.243 0.04 0.09 0.23
C 3.578 2.422 1.904 0.35 -0.09 0.52
C 3.779 1.900 0.512 0.30 0.02 -0.24
C 5.017 2.009 -0.137 -0.54 0.03 0.28
C 5.177 1.502 -1.434 -0.17 -0.21 -0.37
C 4.099 0.933 -2.112 -0.14 -0.23 -0.21
C 2.871 0.823 -1.440 0.49 0.88 0.17
C 2.706 1.280 -0.149 -1.29 -0.29 -0.27
H 5.749 2.444 3.452 0.12 -0.29 0.00
H 6.031 1.177 2.200 -0.16 0.04 0.24
H 5.773 0.703 3.913 0.06 0.19 -0.23
H 3.780 0.453 2.548 0.39 0.40 0.15
H 3.475 2.550 4.603 -0.01 -0.34 0.00
H 2.270 1.311 4.106 0.15 0.08 0.08
H 3.777 0.796 4.934 -0.22 0.29 -0.02
H 2.527 2.648 2.106 0.23 -0.11 -0.02
H 4.164 3.323 2.124 -0.14 -0.19 -0.12
H 5.851 2.520 0.357 -0.29 -0.21 -0.27
H 6.150 1.563 -1.926 -0.31 0.07 0.10
H 4.181 0.561 -3.137 0.20 0.23 0.32
H 2.005 0.400 -2.014 0.33 -0.05 -0.30

=====

no.,E_tot (eV)
1,-47441.7402
2,-64418.7828
3,-93589.3350
4,-35624.9665